(1)
# C5H6NiO5

C5H6NiO5 as an isolated structure (ωB97M-V/def2-TZVPD, the OMol25 dataset).

```
17
Properties=species:S:1:pos:R:3
H -0.24074 2.42414 3.72669
O 0.52520 -0.23169 2.31834
C -0.83390 1.60602 3.31742
C -0.17702 0.45881 2.97141
H -1.92082 1.59240 3.40310
H 1.66082 0.72523 -2.82261
C 1.30140 0.01069 -2.05668
C -0.19571 0.28107 -1.85695
O -0.59682 -0.36409 -0.64174
C -0.84602 -1.74889 -0.56081
O -2.04368 -2.17538 -0.69486
O 0.07681 -2.33203 0.09244
Ni 1.06103 -0.64601 0.52587
O 2.00629 0.12667 -0.86380
H 1.41003 -0.99835 -2.50896
H -0.81736 -0.07522 -2.68912
H -0.36951 1.34666 -1.65976
```

Its HOMO-LUMO gap (alpha / beta) is 8.5 / 8.1 eV. The expectation value of S² is 2.007. Its spin multiplicity is 3.

(2)
# C5H6O

One molecule with the formula C5H6O (ωB97M-V/def2-TZVPD, the OMol25 dataset).

```
12
Properties=species:S:1:pos:R:3
C 0.33990 1.41260 -0.35991
C 0.22738 -0.01194 0.13540
C 0.97369 -1.09622 -0.50743
O 1.46604 -0.47607 0.66685
C -1.02492 -0.39987 0.76080
C -2.13025 -0.73710 1.09605
H 0.36275 2.06919 0.51423
H -0.49145 1.71637 -1.00161
H 1.28544 1.53873 -0.89756
H 1.40495 -0.84476 -1.47354
H 0.69105 -2.13495 -0.34638
H -3.10457 -1.03597 1.41311
```

Its HOMO-LUMO gap is 10.9 eV. Its SMILES is C#C[C@]1(C)CO1.

(3)
# C5H6O

One molecule with the formula C5H6O (ωB97M-V/def2-TZVPD, the OMol25 dataset).

```
12
Properties=species:S:1:pos:R:3
C 1.84118 -1.84586 -0.36208
C 1.16329 -0.54056 -0.50184
C 0.49667 0.23769 0.09812
C -0.49425 1.19086 0.62526
C -1.89269 1.35459 0.06304
H 1.40896 -2.59523 0.29524
H 2.84135 -1.77034 -0.09917
H 1.61747 -2.09311 -1.39573
H -2.42170 0.36743 -0.21589
H -1.89736 1.96233 -0.83620
H -2.53395 1.74822 0.84649
O -0.12898 1.98398 1.48275
```

Its HOMO-LUMO gap is 10.1 eV. Its SMILES is CC#CC(C)=O.

(4)
# C5H6O

One molecule with the formula C5H6O (ωB97M-V/def2-TZVPD, the OMol25 dataset).

```
12
Properties=species:S:1:pos:R:3
C -1.14800 0.79380 -1.31788
C -0.10095 1.24479 -0.66937
C 0.82972 0.96614 0.21222
C 0.33704 -0.10973 1.16724
C 0.32158 -1.34363 0.26203
O 1.08648 -1.40547 -0.67079
H -2.07410 1.29729 -1.55694
H 1.88928 1.18451 0.13019
H 0.99871 -0.32609 2.01450
H -0.65618 0.13591 1.55753
H -1.08877 -0.26760 -1.56314
H -0.39481 -2.16990 0.43441
```

Its HOMO-LUMO gap is 9.9 eV. Its SMILES is C=C=CCC=O.

(5)
# C5H6O

One molecule with the formula C5H6O (ωB97M-V/def2-TZVPD, the OMol25 dataset).

```
12
Properties=species:S:1:pos:R:3
C -0.32114 0.29385 0.75086
C -1.18138 -0.85275 0.30554
C 0.45733 -0.56900 -0.29054
C 0.57715 0.16001 -1.44726
C 0.87211 0.93232 -2.30364
H -0.91356 -0.14566 2.44911
H -0.44270 1.37717 0.50644
H -1.05736 -1.66442 1.19449
H -1.98833 -0.80948 -0.32321
H 1.27330 -1.37189 0.02515
H 1.35624 1.72733 -3.04388
O -0.08151 0.13755 2.13777
```

Its HOMO-LUMO gap is 9.9 eV. Its SMILES is C#C[C@@H]1C[C@H]1O.

(6)
# C5H6O

A 2-piece molecular cluster, C5H6O overall (ωB97M-V/def2-TZVPD, the OMol25 dataset).

```
12
Properties=species:S:1:pos:R:3
C -1.32123 1.16339 0.66998
C -0.87776 -0.17143 0.29088
O -1.41126 -1.16817 -0.01912
C 1.07714 -1.31951 -1.36766
C 1.35266 -0.48209 -0.39893
C 1.21795 0.26134 0.63499
H -2.40258 1.27507 0.61912
H -0.76422 1.89402 0.08257
H -0.92958 1.19249 1.68758
H 0.96760 -0.98798 -2.38917
H 0.95327 -2.36447 -1.11513
H 2.05059 0.74777 1.19577
```

Its HOMO-LUMO gap is 8.4 eV.

(7)
# C5H6O

One molecule with the formula C5H6O (ωB97M-V/def2-TZVPD, the OMol25 dataset).

```
12
Properties=species:S:1:pos:R:3
C -2.07046 0.07034 0.02164
C -0.59036 -0.20429 -0.00069
C 0.37950 0.94532 -0.09858
C 1.61275 0.50296 -0.07337
C 2.48954 -0.45047 0.02787
O -0.21208 -1.35611 0.05409
H -2.34200 1.11538 0.17045
H -2.50247 -0.54933 0.80844
H -2.48262 -0.28533 -0.92561
H 0.06082 1.98033 -0.15679
H 2.79511 -0.78631 1.00861
H 2.86227 -0.98249 -0.83607
```

Its HOMO-LUMO gap is 10.5 eV. Its SMILES is C=C=CC(C)=O.

(8)
# C5H6O

A 2-piece molecular cluster, C5H6O overall (ωB97M-V/def2-TZVPD, the OMol25 dataset).

```
12
Properties=species:S:1:pos:R:3
C 0.00376 0.53217 1.45186
C -0.56542 1.66760 0.94808
C -0.30947 1.33083 -0.54800
C 0.72712 0.66241 0.24812
C -0.15883 -1.98694 -0.62438
O -0.76933 -1.74763 -1.63410
H 0.13197 0.04888 2.40991
H -0.03738 2.13519 -1.23326
H -1.09175 0.68612 -0.93782
H 1.78928 0.90942 0.18064
H -0.66228 -2.12959 0.35370
H 0.94235 -2.10846 -0.61476
```

Its HOMO-LUMO gap is 9.2 eV. Its SMILES is C1=C2C[C@H]12.C=O.

(9)
# C5H6O

One molecule with the formula C5H6O (ωB97M-V/def2-TZVPD, the OMol25 dataset).

```
12
Properties=species:S:1:pos:R:3
C -0.00148 1.40041 0.42738
C -0.80541 0.22062 0.88942
C -1.19789 -0.83405 0.19120
O -0.70415 -1.15020 -1.07883
C 0.60381 -1.14705 -1.15598
C 1.80124 -1.15976 -1.25411
H 0.83711 1.60578 1.09948
H 0.38733 1.31142 -0.58930
H -0.66461 2.27373 0.45825
H -1.16394 0.25228 1.91264
H -1.94388 -1.55212 0.51547
H 2.85184 -1.22106 -1.41562
```

Its HOMO-LUMO gap is 10.2 eV. Its SMILES is C#CO/C=C\C.

(10)
# C5H6O

One molecule with the formula C5H6O (ωB97M-V/def2-TZVPD, the OMol25 dataset).

```
12
Properties=species:S:1:pos:R:3
O 1.57118 -0.29175 0.84013
C 0.20226 -0.13615 1.08283
C -0.47057 1.23498 0.65989
C -0.80300 -0.76604 0.22279
C -0.39177 -0.91238 -1.10982
C -0.01602 -1.28935 -2.20770
H 1.67098 -0.45030 -0.11016
H 0.03280 -0.29377 2.14724
H 0.10546 1.72178 -0.13101
H -0.64298 1.88369 1.51779
H -1.46248 0.96643 0.27095
H 0.20415 -1.66715 -3.18294
```

Its HOMO-LUMO gap is 8.1 eV.

(11)
# C5H6O

One molecule with the formula C5H6O (ωB97M-V/def2-TZVPD, the OMol25 dataset).

```
12
Properties=species:S:1:pos:R:3
C -0.35426 -0.04960 -0.20092
C 0.32728 -0.69633 1.00911
C -0.45580 -1.14899 1.95310
C 0.11913 1.20395 -0.50067
C 0.52114 2.25454 -1.01249
H 0.04095 -1.82603 -0.94807
H -1.40261 -0.03601 0.02312
H 1.43791 -1.06303 0.91135
H -1.47893 -1.07274 2.09601
H -0.11194 -1.77910 2.80754
H 0.75581 3.15843 -1.68728
O -0.02327 -0.84536 -1.33643
```

Its HOMO-LUMO gap is 10.8 eV. Its SMILES is C#C[C@@H](O)C=C.

(12)
# C5H6O

One molecule with the formula C5H6O (ωB97M-V/def2-TZVPD, the OMol25 dataset).

```
12
Properties=species:S:1:pos:R:3
C 0.55441 0.39777 -1.63766
C 0.41966 -0.32072 -0.31021
C -1.01360 -0.22445 0.19704
O -1.99240 -0.11552 -0.50388
C -0.98405 -0.21594 1.65770
C -0.45280 -0.06124 2.73040
H 1.40324 0.02902 -2.21675
H 0.69172 1.47161 -1.48911
H -0.38359 0.25678 -2.17180
H 1.07237 0.06946 0.47439
H 0.65783 -1.38975 -0.40023
H 0.02720 0.10297 3.67010
```

Its HOMO-LUMO gap is 10.7 eV. Its SMILES is C#CC(=O)CC.

E list, top to bottom, in Eh: -2078.5313 -269.2434 -269.2460 -269.2427 -269.1822 -269.1780 -269.2817 -269.1646 -269.2321 -269.1588 -269.2106 -269.2727
M list, top to bottom, in g/mol: 204.79 82.10 82.10 82.10 82.10 82.10 82.10 82.10 82.10 82.10 82.10 82.10